(1)
Entry from OMol25: 2 unconnected molecules or ions with the total composition C5H13N2S at a distorted geometry (ωB97M-V/def2-TZVPD).

Last column: Löwdin charge in e.
Atoms and positions in Å:
C1 -1.365 -2.858 0.732  0.100
C2 -0.415 -1.945 0.662  -0.110
C3 0.175 1.982 1.151  -0.073
C4 0.409 0.515 1.113  -0.180
C5 -0.588 -0.507 0.505  -0.226
N1 1.197 0.276 -2.246  -0.420
N2 -1.589 -0.015 -0.163  0.251
S1 1.800 1.866 -2.706  0.647
H1 -0.997 -3.889 0.935  0.103
H2 -2.445 -2.733 0.719  0.089
H3 0.662 -2.137 0.720  0.132
H4 -0.888 2.253 1.014  0.093
H5 0.590 2.356 2.093  0.099
H6 0.799 2.445 0.412  0.059
H7 0.401 -0.054 2.172  0.184
H8 1.362 0.233 0.683  0.110
H9 0.520 0.214 -3.011  0.001
H10 1.783 -0.499 -2.049  0.011
H11 -2.376 -0.532 -0.590  0.168
H12 -1.662 0.903 -0.500  0.115
H13 2.627 2.126 -1.644  -0.152

The value obtained for the HOMO energy is -0.426 Ha. The calculation puts the largest force on an atom at 4.9 eV/Å. As for the gap between HOMO and LUMO: 6.923 eV. As for the charge: +1. Its relative energy (zero: lowest compared OMol25 entry of this formula, charge and spin) is 2.226 eV.

***

(2)
Entry from OMol25: a molecular structure, C27H45N9OPdSi2 at a distorted geometry (ωB97M-V/def2-TZVPD).

Last column: Löwdin charge in e.
Atoms and positions in Å:
Pd1 -0.909 -0.481 0.235  0.350
C1 -1.895 -6.013 1.374  -0.116
N1 -2.450 -4.675 1.213  -0.206
C2 -2.982 -4.166 2.465  -0.107
C3 -1.513 -3.785 0.581  -0.482
N2 -0.692 -2.995 1.125  0.151
N3 -1.616 -3.881 -0.816  0.113
C4 -1.201 -2.892 -1.723  -0.523
N4 -1.762 -3.116 -3.001  0.058
N5 -0.435 -1.942 -1.398  0.049
H1 -2.692 -6.715 1.634  0.070
H2 -1.131 -6.052 2.167  0.079
H3 -1.433 -6.342 0.443  0.075
H4 -3.798 -4.815 2.787  0.076
H5 -3.362 -3.158 2.330  0.066
H6 -2.231 -4.136 3.271  0.078
H7 -0.731 -2.987 2.140  0.047
H8 -2.465 -4.345 -1.089  0.118
H9 -1.736 -4.089 -3.273  0.071
H10 -1.348 -2.525 -3.706  0.018
H11 -0.222 -1.313 -2.166  -0.006
C5 -2.045 2.143 -4.370  -0.205
Si1 -0.930 1.200 -3.135  0.326
C6 -1.329 -0.607 -3.583  -0.226
C7 0.815 1.434 -3.858  -0.198
N6 -1.131 1.454 -1.512  -0.090
C8 -1.114 2.631 -0.812  -0.353
C9 -0.679 3.885 -1.321  -0.101
C10 -0.633 5.084 -0.591  -0.201
C11 -1.028 5.061 0.735  -0.185
C12 -1.450 3.842 1.288  -0.114
C13 -1.522 2.606 0.593  -0.360
N7 -1.907 1.406 1.165  -0.125
Si2 -2.210 1.183 2.806  0.314
C14 -0.787 1.549 3.998  -0.194
C15 -3.687 2.152 3.545  -0.211
C16 -2.717 -0.599 3.148  -0.219
H12 -1.829 1.823 -5.399  0.003
H13 -1.940 3.233 -4.321  0.004
H14 -3.096 1.910 -4.153  0.015
H15 -1.701 -0.662 -4.614  0.044
H16 -2.109 -0.988 -2.907  0.044
H17 -0.446 -1.262 -3.514  0.019
H18 0.885 1.078 -4.895  0.012
H19 1.534 0.869 -3.249  -0.008
H20 1.118 2.488 -3.833  0.011
H21 -0.337 3.918 -2.351  0.066
H22 -0.293 6.001 -1.065  0.065
H23 -1.004 5.959 1.346  0.064
H24 -1.719 3.841 2.333  0.054
H25 -0.526 2.614 4.018  0.009
H26 0.096 0.987 3.671  0.007
H27 -1.047 1.236 5.019  0.010
H28 -3.549 3.238 3.523  -0.002
H29 -3.851 1.853 4.591  0.004
H30 -4.600 1.927 2.976  0.013
H31 -1.928 -1.133 3.697  0.019
H32 -2.834 -1.072 2.171  -0.025
H33 -3.651 -0.674 3.724  0.013
C17 3.826 1.490 -1.677  -0.035
N8 3.561 1.568 -0.238  -0.082
N9 2.973 0.382 0.242  0.035
C18 1.800 0.681 0.985  -0.406
O1 1.134 -0.145 1.549  -0.009
C19 1.641 2.124 0.855  0.090
C20 2.649 2.587 0.125  -0.273
C21 2.884 3.974 -0.353  -0.029
C22 3.715 -0.792 0.359  -0.190
C23 3.033 -2.006 0.508  0.007
C24 3.761 -3.182 0.622  -0.090
C25 5.151 -3.182 0.575  -0.136
C26 5.815 -1.975 0.420  -0.123
C27 5.106 -0.782 0.314  -0.047
H34 4.393 0.586 -1.885  0.077
H35 4.428 2.350 -1.971  0.083
H36 2.900 1.475 -2.260  0.058
H37 0.811 2.685 1.272  0.113
H38 2.143 4.633 0.102  0.073
H39 2.767 4.043 -1.435  0.076
H40 3.889 4.317 -0.093  0.075
H41 1.947 -2.004 0.531  0.092
H42 3.225 -4.117 0.735  0.097
H43 5.705 -4.109 0.649  0.082
H44 6.898 -1.952 0.392  0.085
H45 5.623 0.165 0.218  0.099

The value obtained for the HOMO energy (spin up / spin down) is 0.050 / 0.050 Ha. The calculation puts the largest force on an atom at 1.3 eV/Å. As for the gap between HOMO and LUMO (spin up / spin down): 3.114 / 3.114 eV. As for the charge: -2.

***

(3)
Entry from OMol25: a single C4H6N2O molecule (ωB97M-V/def2-TZVPD).

Last column: Löwdin charge in e.
Atoms and positions in Å:
C1 -2.045 -0.068 -0.106  -0.027
C2 -0.556 0.054 -0.023  -0.312
C3 0.443 -0.310 -0.901  0.027
C4 1.633 -0.052 -0.189  -0.436
O1 2.883 -0.301 -0.634  0.061
N1 1.416 0.451 1.011  0.079
N2 0.067 0.501 1.091  -0.003
H1 -2.527 0.367 0.776  0.075
H2 -2.333 -1.123 -0.155  0.083
H3 -2.445 0.430 -0.993  0.081
H4 0.342 -0.717 -1.897  0.110
H5 3.480 -0.124 0.107  0.109
H6 -0.358 0.894 1.915  0.152

The value obtained for the HOMO energy is -0.322 Ha. The calculation puts the largest force on an atom at 0.3 eV/Å. Its structure (SMILES) is Cc1cc(O)n[nH]1. As for the gap between HOMO and LUMO: 9.700 eV. As for the charge: 0. Its relative energy (zero: lowest compared OMol25 entry of this formula, charge and spin) is 0.842 eV.

***

(4)
Entry from OMol25: a molecular structure, C38H23BrCl7N4O4SZr (ωB97M-V/def2-TZVPD).

Last column: Löwdin charge in e.
Atoms and positions in Å:
Zr1 0.242 -1.418 -0.257  1.930
Br1 0.567 1.170 -7.380  0.780
C1 0.466 0.218 -5.754  -0.683
C2 1.104 -1.018 -5.634  -0.082
C3 1.029 -1.723 -4.452  -0.001
C4 0.339 -1.210 -3.350  -0.338
O1 0.297 -1.906 -2.218  -0.248
C5 -0.301 0.042 -3.474  -0.127
C6 -1.130 0.591 -2.429  -0.023
N1 -1.132 0.205 -1.203  -0.010
C7 -2.142 0.638 -0.310  -0.200
C8 -2.664 1.897 -0.207  0.011
C9 -3.687 2.163 0.727  -0.041
C10 -4.173 1.176 1.536  -0.004
C11 -3.634 -0.131 1.466  -0.131
C12 -4.066 -1.209 2.274  0.035
C13 -3.469 -2.432 2.148  -0.005
C14 -2.403 -2.585 1.246  -0.076
N2 -1.977 -1.606 0.471  0.007
C15 -2.600 -0.389 0.554  -0.155
C16 -0.244 0.731 -4.696  -0.068
H1 1.649 -1.423 -6.475  0.113
H2 1.504 -2.690 -4.347  0.089
H3 -1.850 1.353 -2.739  0.147
H4 -2.285 2.696 -0.833  0.123
H5 -4.086 3.165 0.797  0.117
H6 -4.962 1.384 2.245  0.125
H7 -4.866 -1.051 2.985  0.132
H8 -3.778 -3.273 2.750  0.121
H9 -1.877 -3.529 1.170  0.126
H10 -0.759 1.677 -4.799  0.116
Cl1 1.219 -2.328 6.511  0.705
C17 1.020 -2.601 4.827  -0.713
C18 1.164 -3.887 4.304  -0.724
Cl2 1.562 -5.203 5.333  0.705
C19 1.016 -4.100 2.930  -0.634
Cl3 1.225 -5.657 2.227  0.739
C20 0.706 -3.037 2.102  -0.397
O2 0.582 -3.129 0.755  -0.282
C21 0.607 -1.732 2.616  -0.381
O3 0.410 -0.767 1.710  -0.263
C22 0.754 -1.521 3.979  -0.618
Cl4 0.631 0.091 4.571  0.728
Cl5 5.851 -2.991 5.069  0.716
C23 5.610 -2.919 3.361  -0.649
C24 4.325 -2.831 2.852  -0.062
C25 4.148 -2.783 1.481  -0.015
C26 5.221 -2.807 0.601  -0.192
C27 4.999 -2.705 -0.892  -0.293
C28 5.176 -1.268 -1.413  -0.028
N3 4.105 -0.411 -0.917  -0.025
C29 4.023 0.211 0.314  -0.018
C30 2.721 0.519 0.505  -0.098
N4 1.981 0.084 -0.594  -0.042
C31 2.872 -0.457 -1.422  -0.144
O4 3.692 -3.096 -1.278  -0.134
C32 3.420 -4.505 -1.170  -0.132
C33 4.451 -5.328 -1.875  -0.335
C34 4.641 -5.354 -3.224  -0.970
Cl6 3.707 -4.537 -4.407  0.682
S1 5.988 -6.306 -3.689  1.027
C35 6.316 -6.702 -2.057  -0.391
C36 5.435 -6.114 -1.205  -0.137
C37 6.500 -2.902 1.146  -0.576
Cl7 7.894 -2.939 0.108  0.745
C38 6.707 -2.960 2.514  -0.113
H11 3.477 -2.803 3.521  0.095
H12 3.146 -2.740 1.074  0.105
H13 5.743 -3.320 -1.409  0.126
H14 5.107 -1.278 -2.500  0.145
H15 6.143 -0.867 -1.114  0.131
H16 4.888 0.370 0.933  0.140
H17 2.242 0.984 1.349  0.114
H18 2.652 -0.923 -2.368  0.131
H19 2.430 -4.618 -1.614  0.132
H20 3.367 -4.809 -0.122  0.112
H21 7.145 -7.347 -1.817  0.074
H22 5.467 -6.237 -0.132  0.122
H23 7.709 -3.034 2.913  0.111

The value obtained for the HOMO energy is -0.387 Ha. The calculation puts the largest force on an atom at 0.6 eV/Å. As for the gap between HOMO and LUMO: 6.764 eV. As for the charge: +1. Its relative energy (zero: lowest compared OMol25 entry of this formula, charge and spin) is 0.000 eV.

***

(5)
Entry from OMol25: a molecular structure, C22H26BrN3O6Sn at a distorted geometry (ωB97M-V/def2-TZVPD).

Last column: Löwdin charge in e.
Atoms and positions in Å:
Sn1 -1.125 0.219 0.287  1.557
N1 1.184 1.096 -1.119  -0.031
C1 1.598 2.451 -0.786  -0.222
C2 0.924 3.034 0.473  -0.639
O1 1.442 4.047 0.965  -0.051
N2 -0.178 2.426 0.874  -0.096
C3 -0.841 3.069 1.982  -0.183
C4 -2.070 2.304 2.478  -0.697
O2 -2.921 2.929 3.109  -0.015
O3 -2.136 1.059 2.225  -0.199
H1 1.673 0.438 -0.517  0.047
H2 1.471 0.864 -2.067  0.077
H3 1.316 3.121 -1.605  0.076
H4 2.688 2.539 -0.655  0.108
H5 -1.168 4.083 1.714  0.110
H6 -0.162 3.178 2.839  0.123
Br1 -1.552 4.057 -1.815  0.767
C5 -2.881 3.417 -0.634  -0.762
C6 -3.540 4.313 0.185  -0.128
C7 -4.597 3.811 0.927  -0.067
C8 -4.953 2.483 0.771  -0.006
C9 -4.186 1.672 -0.053  -0.204
N3 -3.154 2.144 -0.744  0.062
C10 -4.467 0.170 -0.206  -0.679
O4 -5.642 -0.187 -0.184  -0.008
O5 -3.447 -0.544 -0.359  -0.180
H7 -3.215 5.340 0.265  0.097
H8 -5.131 4.458 1.606  0.106
H9 -5.786 2.047 1.298  0.117
C11 -0.635 -1.672 -2.646  -0.092
C12 0.594 -2.575 -2.681  -0.376
C13 0.142 -4.008 -2.375  -0.073
C14 1.737 -2.218 -1.749  -0.163
C15 3.003 -2.185 -2.300  -0.093
C16 4.137 -2.018 -1.526  -0.146
C17 3.987 -1.930 -0.154  -0.089
C18 2.745 -1.950 0.451  -0.162
C19 2.705 -1.969 1.967  -0.377
C20 1.740 -0.965 2.593  -0.076
C21 2.366 -3.386 2.447  -0.074
C22 1.554 -2.029 -0.341  -0.386
O6 0.384 -1.935 0.184  -0.261
H10 -1.314 -1.945 -3.454  0.075
H11 -0.367 -0.623 -2.751  0.060
H12 -1.164 -1.794 -1.705  0.028
H13 0.996 -2.548 -3.708  0.118
H14 -0.216 -4.044 -1.351  0.077
H15 0.965 -4.715 -2.486  0.071
H16 -0.670 -4.303 -3.042  0.067
H17 3.117 -2.299 -3.375  0.094
H18 5.118 -2.009 -1.983  0.073
H19 4.876 -1.839 0.463  0.095
H20 3.718 -1.728 2.329  0.120
H21 0.711 -1.239 2.369  0.054
H22 1.913 0.038 2.206  0.076
H23 1.873 -0.938 3.676  0.071
H24 1.385 -3.667 2.075  0.076
H25 2.360 -3.430 3.537  0.064
H26 3.094 -4.109 2.079  0.070

The value obtained for the HOMO energy is -0.067 Ha. The calculation puts the largest force on an atom at 1.4 eV/Å. As for the gap between HOMO and LUMO: 6.337 eV. As for the charge: -2. Its relative energy (zero: lowest compared OMol25 entry of this formula, charge and spin) is 0.259 eV.

***

(6)
Entry from OMol25: a single C22H25NO molecule (ωB97M-V/def2-TZVPD).

Last column: Löwdin charge in e.
Atoms and positions in Å:
O1 -1.407 -1.192 1.408  0.014
C1 -1.915 -0.714 0.174  -0.428
C2 -1.555 -1.810 -0.857  -0.102
C3 -0.118 -1.930 -0.998  -0.022
C4 1.078 -1.984 -1.063  0.008
C5 2.527 -2.002 -1.155  -0.204
N1 3.123 -1.161 -0.129  -0.174
C6 2.728 0.227 -0.262  -0.201
C7 3.211 1.026 0.943  -0.182
C8 4.728 0.929 1.057  -0.212
C9 5.125 -0.542 1.111  -0.188
C10 4.566 -1.283 -0.100  -0.214
C11 -3.437 -0.593 0.213  -0.162
C12 -4.165 -1.222 1.212  -0.022
C13 -5.545 -1.131 1.236  -0.079
C14 -6.211 -0.413 0.259  -0.094
C15 -5.490 0.211 -0.746  -0.077
C16 -4.110 0.123 -0.770  -0.026
C17 -1.340 0.657 -0.151  -0.162
C18 -0.726 0.970 -1.356  -0.047
C19 -0.226 2.242 -1.581  -0.074
C20 -0.336 3.222 -0.612  -0.087
C21 -0.969 2.928 0.583  -0.072
C22 -1.470 1.660 0.806  -0.026
H1 -1.293 -0.454 2.015  0.094
H2 -2.026 -1.592 -1.818  0.130
H3 -1.960 -2.751 -0.474  0.138
H4 2.824 -1.682 -2.176  0.130
H5 2.881 -3.027 -1.003  0.125
H6 1.638 0.268 -0.321  0.096
H7 3.139 0.675 -1.189  0.132
H8 2.894 2.066 0.840  0.107
H9 2.751 0.612 1.841  0.116
H10 5.079 1.450 1.949  0.106
H11 5.191 1.401 0.186  0.110
H12 6.211 -0.648 1.134  0.108
H13 4.714 -0.994 2.016  0.115
H14 4.823 -2.345 -0.032  0.118
H15 5.026 -0.879 -1.023  0.126
H16 -3.638 -1.786 1.968  0.115
H17 -6.101 -1.623 2.021  0.102
H18 -7.288 -0.341 0.277  0.100
H19 -6.004 0.772 -1.513  0.102
H20 -3.552 0.618 -1.552  0.117
H21 -0.620 0.225 -2.128  0.112
H22 0.254 2.464 -2.523  0.106
H23 0.059 4.211 -0.789  0.102
H24 -1.078 3.689 1.342  0.104
H25 -1.989 1.456 1.735  0.123

The value obtained for the HOMO energy is -0.314 Ha. The calculation puts the largest force on an atom at 0.6 eV/Å. Its structure (SMILES) is OC(CC#CCN1CCCCC1)(c1ccccc1)c1ccccc1. As for the gap between HOMO and LUMO: 9.324 eV. As for the charge: 0. Its relative energy (zero: lowest compared OMol25 entry of this formula, charge and spin) is 2.337 eV.

***

(7)
Entry from OMol25: a molecular structure, C3H11NO4 at a distorted geometry (ωB97M-V/def2-TZVPD).

Last column: Löwdin charge in e.
Atoms and positions in Å:
H1 1.308 -0.514 -0.680  0.085
O1 1.547 0.078 -1.843  -0.102
N1 0.575 -0.865 0.193  0.101
H2 2.259 0.721 -1.905  0.073
H3 0.628 -1.739 0.711  0.140
H4 -0.318 -1.089 -0.327  0.103
C1 0.180 0.303 1.075  -0.257
H5 1.159 0.684 1.336  0.139
C2 -0.361 1.519 0.189  -0.576
O2 -1.057 2.308 0.795  0.060
O3 -0.146 1.425 -1.069  0.020
H6 0.730 0.758 -1.536  -0.063
C3 -0.791 0.018 2.215  -0.044
H7 -0.529 -0.850 2.822  0.074
H8 -0.732 0.806 2.946  0.082
H9 -1.766 -0.131 1.760  0.091
O4 -0.847 -1.440 -2.000  -0.043
H10 -0.211 -1.112 -2.647  0.054
H11 -1.625 -0.880 -2.033  0.065

The value obtained for the HOMO energy is -0.344 Ha. The calculation puts the largest force on an atom at 2.9 eV/Å. As for the gap between HOMO and LUMO: 9.807 eV. As for the charge: 0. Its relative energy (zero: lowest compared OMol25 entry of this formula, charge and spin) is 1.936 eV.

***

(8)
Entry from OMol25: a single C14H30IN3O5 molecule at a distorted geometry (ωB97M-V/def2-TZVPD).

Last column: Löwdin charge in e.
Atoms and positions in Å:
C1 -4.940 -2.200 1.319  -0.130
C2 -3.403 -1.870 1.286  -0.287
C3 -3.108 -0.652 0.360  -0.684
I1 -3.581 -1.097 -1.751  0.756
N1 -1.738 -0.160 0.365  -0.228
C4 -1.592 1.087 1.113  -0.169
C5 -2.270 2.270 0.304  -0.169
C6 -1.233 3.303 -0.227  -0.173
C7 -0.795 2.910 -1.673  -0.262
O1 0.412 3.574 -2.054  -0.074
C8 -0.750 -1.168 0.737  -0.140
C9 0.708 -0.741 0.306  -0.297
C10 1.564 -0.181 1.477  -0.071
C11 2.502 0.968 0.942  -0.348
O2 2.429 2.142 1.775  -0.045
C12 3.993 0.520 0.810  -0.214
N2 4.572 0.021 2.083  0.004
O3 1.375 -1.927 -0.165  -0.139
C13 1.121 -2.137 -1.559  -0.157
C14 2.375 -1.748 -2.409  -0.144
O4 2.937 -2.970 -2.928  -0.146
N3 4.082 -2.679 -3.667  -0.036
O5 3.819 -2.635 -4.814  0.078
H1 -5.490 -1.555 2.033  0.074
H2 -5.402 -2.081 0.319  0.023
H3 -5.082 -3.262 1.609  0.075
H4 -2.936 -2.769 0.827  0.093
H5 -3.009 -1.768 2.313  0.115
H6 -3.834 0.141 0.635  0.091
H7 -2.061 1.075 2.125  0.128
H8 -0.538 1.397 1.251  0.102
H9 -3.064 2.745 0.915  0.110
H10 -2.771 1.833 -0.589  0.084
H11 -0.372 3.460 0.452  0.104
H12 -1.737 4.291 -0.319  0.112
H13 -0.702 1.797 -1.683  0.104
H14 -1.570 3.165 -2.428  0.127
H15 0.320 3.784 -2.981  0.073
H16 -0.733 -1.423 1.822  0.133
H17 -0.930 -2.126 0.204  0.121
H18 0.652 -0.038 -0.553  0.134
H19 0.931 0.214 2.298  0.115
H20 2.205 -0.954 1.950  0.118
H21 2.192 1.307 -0.074  0.139
H22 1.942 2.798 1.279  0.070
H23 4.116 -0.298 0.068  0.105
H24 4.563 1.403 0.456  0.112
H25 4.019 0.424 2.832  0.063
H26 4.488 -0.987 2.055  0.057
H27 0.907 -3.224 -1.655  0.137
H28 0.198 -1.622 -1.900  0.119
H29 3.112 -1.334 -1.686  0.112
H30 2.110 -1.024 -3.204  0.125

The value obtained for the HOMO energy is -0.324 Ha. The calculation puts the largest force on an atom at 2.0 eV/Å. Its structure (SMILES) is CC[C@H](I)N(CCCCO)C[C@@H](C[C@@H](O)CN)OCCON=O. As for the gap between HOMO and LUMO: 8.639 eV. As for the charge: 0.